[1]
107
Properties=species:S:1:pos:R:3:forces:R:3:mulliken_charge:R:1 method="wB97M-V/def2-TZVPD" homo_lumo_gap_ev="1.5 / 10.0" multiplicity=2 lumo_ha="0.0773 / 0.0753" total_charge=-1 largest_force_ev_per_a=5.0
C -3.69932 -2.81308 1.55975 -0.72 0.38 1.25 -0.8575
C -4.63973 -3.80232 1.00131 -1.08 -1.94 1.52 -0.5326
O -4.65391 -3.46431 -0.32265 -0.67 1.77 -3.72 -0.3099
C -4.44400 -2.08992 -0.43014 1.77 0.48 -1.43 1.0589
O -4.46073 -1.31942 -1.38963 -0.94 -2.70 1.73 -0.5026
O -3.92623 -1.70968 0.72959 0.10 1.65 -0.39 0.0988
H -2.69175 -3.20408 1.41828 0.27 0.41 0.53 0.3257
H -4.02050 -2.43265 2.52940 0.85 -0.61 0.43 -0.0296
H -5.68334 -3.83754 1.31395 -0.10 0.70 0.70 0.3806
H -4.31523 -4.82118 1.21278 0.45 -0.10 -0.69 0.3234
C 0.58107 -3.79809 -3.39706 1.59 -0.28 -2.34 -1.8511
C -0.13739 -3.92808 -2.10768 0.56 0.79 -2.10 2.0144
C -1.52294 -3.31543 -2.18904 0.78 -0.14 -0.25 -0.2284
O -2.27217 -4.32304 -1.55112 -1.35 0.16 0.98 -0.1599
C -1.57678 -5.46608 -1.44595 -1.80 -1.39 2.24 -0.0263
O -2.01293 -6.43701 -0.83922 1.06 1.58 -1.72 -0.4279
O -0.39081 -5.30982 -1.99991 0.46 -1.33 0.62 -0.4388
H 0.05416 -4.05820 -4.31510 -1.35 0.31 0.30 0.4782
H 1.31964 -4.58259 -3.56189 0.70 0.23 0.98 0.4353
H 1.04534 -2.84620 -3.65487 0.04 0.16 0.62 0.1878
H 0.49209 -3.58715 -1.28572 -0.31 -0.03 0.29 -0.3106
H -1.90071 -3.24826 -3.20928 0.24 0.17 -0.10 0.1355
H -1.51244 -2.32015 -1.74473 -0.63 -0.24 0.46 0.0131
C 1.36537 -1.05013 0.04280 0.19 1.27 0.53 -1.1469
O 0.59277 -0.65818 -1.14647 -0.17 -0.64 0.48 0.3311
C -0.31487 0.29707 -1.05627 -1.46 3.60 1.33 0.2891
O -0.47981 1.11425 -0.11118 0.52 -2.88 -2.73 -0.5090
O -1.00509 0.39931 -2.26454 2.01 -1.84 0.72 0.0257
C -2.21773 1.11402 -2.36707 -0.48 0.51 1.05 -0.7731
H 0.86932 -0.91150 1.00343 -1.00 -0.34 -0.37 0.2784
H 2.20020 -0.36555 0.19281 0.26 -0.14 -0.74 0.1956
H 1.70792 -2.08042 -0.05347 -0.21 0.19 -0.37 -0.1092
H -2.73844 0.93730 -3.30821 0.74 -0.32 -0.30 0.3389
H -1.98577 2.17499 -2.27422 -0.40 0.03 0.25 0.1849
H -2.90938 0.73466 -1.61487 0.02 0.51 0.27 0.2777
C -3.38236 -0.03952 5.31558 -0.71 0.36 0.24 -1.2666
O -2.74517 0.90877 4.43696 0.12 -1.09 -0.02 0.1201
C -1.59849 1.51079 4.72744 1.08 0.67 0.04 0.0983
O -0.89258 1.39962 5.70917 -1.34 -0.08 -1.34 -0.5152
O -1.28596 2.37137 3.70916 2.32 -0.63 4.37 0.1063
C -1.99189 2.52319 2.57125 -0.79 -0.30 -2.06 -0.4411
H -3.69351 -0.95226 4.80746 0.05 0.42 -0.76 0.1870
H -4.25737 0.54520 5.59942 -0.21 -0.61 0.51 0.3331
H -2.86215 -0.45137 6.18037 0.68 0.94 -0.02 0.3037
H -1.85901 1.63075 1.95969 -0.82 -0.16 -0.17 0.2612
H -1.43959 3.27462 2.00697 -0.52 0.44 0.01 0.2136
H -3.01492 2.78422 2.84214 -0.16 0.03 -0.82 0.4416
C 3.02261 1.88544 2.75228 -0.57 1.37 -1.24 -0.9827
C 1.58263 2.51590 2.88558 0.03 -3.71 -0.13 0.0280
O 1.46238 3.75158 3.50863 0.11 2.23 -1.15 -0.3531
C 1.54674 3.89324 4.80531 0.09 -1.99 2.74 0.7883
O 1.70093 2.97147 5.59455 -0.02 1.66 -1.27 -0.5624
O 1.39201 5.16247 5.28245 0.23 0.20 -0.95 -0.3402
C 1.62169 6.32049 4.43642 0.48 -0.39 0.44 -0.7006
H 3.08172 0.80246 2.86071 -0.30 0.20 0.90 0.1220
H 3.75587 2.46752 3.31051 -0.05 -0.46 0.46 0.3364
H 3.34545 1.98882 1.71633 0.03 0.32 -0.26 0.3055
H 0.95141 1.76384 3.35896 0.26 0.24 0.96 -0.0569
H 1.03280 2.49333 1.94469 0.55 1.05 -0.42 0.4240
H 0.74430 6.61500 3.86062 0.07 -0.32 -0.08 0.2545
H 2.51479 6.18423 3.82659 -0.30 -0.29 -0.39 0.2970
H 1.90382 7.14084 5.09636 -0.36 -0.13 0.30 0.2792
C 5.26331 -1.41279 1.67069 0.45 -0.95 -1.69 -0.7153
C 5.65289 -0.80109 0.32291 2.13 -0.24 0.63 -0.3322
O 4.61455 -0.10885 -0.29052 -1.18 0.56 -1.14 -0.0836
C 4.60000 0.10124 -1.61840 0.72 0.14 -1.48 1.0560
O 5.51741 -0.00203 -2.44509 -2.30 0.25 2.32 -0.6463
O 3.31520 0.51537 -1.88106 1.49 -1.18 0.40 0.0138
C 2.96500 0.97968 -3.15780 -0.73 1.63 -0.65 -1.2159
H 6.21851 -1.58002 2.16842 -0.17 0.61 0.66 0.4836
H 5.01093 -2.44594 1.43190 -1.11 0.04 0.45 0.0299
H 4.51175 -0.81285 2.18385 0.26 -0.39 0.24 -0.0717
H 6.06270 -1.53726 -0.36862 -0.15 -0.06 0.14 0.4426
H 6.47780 -0.13675 0.58037 -0.02 0.61 -0.52 0.3145
H 2.09799 0.50882 -3.62114 0.20 -0.98 0.41 0.2681
H 3.75498 1.07747 -3.90243 0.31 -0.28 0.43 0.4273
H 2.55176 1.96747 -2.95383 0.26 0.39 -0.22 0.3415
C 2.68087 -6.16795 0.03314 0.10 -0.46 -0.96 -1.4039
C 3.49500 -5.00526 -0.46839 0.89 0.77 2.08 -0.2019
O 3.50786 -4.81352 -1.83533 0.37 0.64 -3.10 -0.0267
C 4.16519 -3.73040 -2.33446 -0.93 0.88 -0.27 0.6609
O 4.85991 -2.92762 -1.73118 -1.03 -1.66 -0.95 -0.4134
O 3.76972 -3.62434 -3.65876 0.18 -0.81 1.08 -0.2480
C 4.19381 -2.50450 -4.41681 1.36 0.86 0.28 -0.5507
H 3.06921 -7.16832 -0.15805 0.46 0.10 -0.16 0.3946
H 1.73748 -6.14040 -0.51216 -0.41 0.05 0.59 0.0062
H 2.60455 -6.06583 1.11566 -0.45 0.11 -0.11 0.5252
H 4.53831 -5.01670 -0.15297 0.01 -0.12 0.47 0.4401
H 3.02180 -4.11996 -0.04362 0.15 0.25 0.34 -0.0535
H 3.67615 -1.58323 -4.14963 -0.13 -0.15 0.26 0.0103
H 4.11692 -2.62048 -5.49789 -0.62 -0.82 0.20 0.3233
H 5.26080 -2.34616 -4.26011 0.02 0.22 0.28 0.3615
C -3.48864 7.25392 -2.00010 0.19 -0.92 -0.91 -1.2772
C -3.35653 5.84958 -1.37326 1.13 2.17 3.18 -0.3328
O -4.34865 5.01419 -1.77309 -3.64 -2.48 -2.07 -0.1347
C -4.64075 3.79141 -1.23085 2.14 -1.30 1.36 0.6806
O -3.82428 3.21443 -0.48838 -3.16 1.65 -2.10 -0.4149
O -5.89089 3.23539 -1.58006 2.99 0.44 1.84 -0.2799
C -6.54506 3.53982 -2.79364 0.31 1.11 0.51 -0.6696
H -2.80715 7.97987 -1.55663 0.27 -0.35 0.01 0.3892
H -4.47664 7.70743 -1.92073 -0.19 -0.46 0.22 0.3106
H -3.27938 7.14291 -3.06404 0.12 0.40 -0.14 0.3167
H -3.52707 6.02974 -0.31187 0.02 -0.04 0.47 0.2828
H -2.35543 5.42042 -1.33176 0.06 -0.13 -0.93 0.3433
H -5.91598 3.17263 -3.60453 -0.50 0.12 -0.32 0.2547
H -6.67094 4.62238 -2.77586 -0.06 0.08 -0.80 0.3189
H -7.53675 3.09461 -2.71340 0.29 -0.27 -0.27 0.2352

=====

[2]
48
Properties=species:S:1:pos:R:3:forces:R:3:nbo_charge:R:1 method="wB97M-V/def2-TZVPD" homo_lumo_gap_ev=7.0 lumo_ha=-0.1127 total_charge=+1 largest_force_ev_per_a=5.1
C 0.88887 0.54152 3.31662 1.05 0.50 -0.09 -0.6273
C 1.09440 1.21125 1.88369 -0.91 -0.49 0.04 -0.3977
C -0.12445 0.95548 0.86995 0.58 1.09 0.26 -0.4164
C -0.16231 2.24239 -0.10076 -0.89 -0.43 0.34 -0.3957
C -0.94364 1.92847 -1.47046 0.33 0.16 -0.14 -0.4694
C -0.02757 1.31930 -2.59211 1.06 -2.70 -0.41 0.4736
N 0.39645 -0.02102 -2.43355 0.56 3.83 -3.36 -0.4932
C 1.16100 -0.25589 -3.62353 -1.93 1.23 1.94 0.5514
N 1.68347 -1.46741 -3.77839 -0.45 0.59 0.16 -0.0856
O 2.40965 -1.75328 -4.91090 0.22 0.37 -0.70 -0.5083
C 1.55996 -2.57804 -2.79024 1.32 -1.03 0.41 -0.2427
C 2.83300 -2.56573 -1.80134 -0.72 -0.40 0.00 -0.4356
C 2.41140 -3.24223 -0.41424 -0.02 -0.15 -0.43 -0.2218
N 3.23209 -2.76171 0.74521 -0.71 0.51 -1.07 -0.8087
N 1.19400 0.89212 -4.44968 0.60 -2.87 1.05 -0.4012
N 0.45633 1.85286 -3.80725 -1.69 -0.03 3.09 -0.3784
H 1.61128 1.06547 4.03168 -0.99 -0.80 -0.84 0.2233
H -0.15344 0.68884 3.73549 1.17 -0.33 -0.66 0.2230
H 1.20576 -0.54891 3.29054 -0.73 1.24 0.11 0.2102
H 2.03818 0.79785 1.39460 -1.03 0.84 0.71 0.2001
H 1.15429 2.34259 2.01277 0.20 -1.48 -0.14 0.2036
H -0.03354 -0.00935 0.28859 0.02 1.06 0.64 0.2101
H -1.09234 0.93705 1.47150 1.14 -0.04 -0.85 0.2110
H 0.85365 2.71085 -0.25810 -1.03 -0.75 -0.01 0.2189
H -0.78356 3.02060 0.45851 0.84 -0.89 -0.88 0.2323
H -1.70711 1.12018 -1.21033 0.98 1.08 -0.67 0.2632
H -1.48420 2.85715 -1.81497 0.64 -1.08 0.10 0.2447
H 3.13585 -1.10211 -5.00669 -0.17 -0.50 0.44 0.4777
H 1.59082 -3.55599 -3.37378 -0.14 1.47 0.47 0.2473
H 0.58644 -2.57348 -2.22332 1.07 0.58 -0.81 0.2527
H 3.18770 -1.50490 -1.61186 -0.61 -1.11 -0.21 0.2042
H 3.68917 -3.13207 -2.30230 -1.11 0.76 0.76 0.2261
H 2.46037 -4.37632 -0.51901 0.05 1.43 0.20 0.2006
H 1.33453 -2.98292 -0.17984 1.11 -0.34 -0.40 0.1838
H 4.07938 -2.32582 0.35346 -0.40 -0.31 0.54 0.3512
H 2.67048 -1.99546 1.14975 0.75 -0.46 -0.06 0.3531
H 1.66517 0.96889 -5.35806 -0.65 0.36 0.67 0.4579
H 0.26001 2.80568 -4.13843 0.45 -0.91 -0.16 0.4592
N -4.21533 0.98974 2.40447 0.00 0.00 0.03 -0.5136
C -3.56615 0.11351 3.23412 0.12 -0.03 0.04 -0.0954
C -4.10629 0.24078 4.48927 0.18 -0.12 -0.10 -0.2854
C -5.12270 1.22591 4.41387 -0.12 0.16 -0.14 -0.3006
C -5.16936 1.66808 3.11554 -0.04 0.08 0.04 -0.0759
H -4.02252 1.11483 1.42615 -0.09 -0.04 0.12 0.4018
H -2.77770 -0.52168 2.86062 -0.07 0.00 0.06 0.2044
H -3.80493 -0.31403 5.36459 -0.03 0.03 -0.07 0.2259
H -5.75069 1.57196 5.22039 0.04 -0.03 -0.07 0.2293
H -5.79586 2.40497 2.63777 0.03 -0.05 0.07 0.2124

=====

[3]
11
Properties=species:S:1:pos:R:3:forces:R:3:nbo_charge:R:1 method="wB97M-V/def2-TZVPD" smiles="COC=O.O" homo_lumo_gap_ev=11.4 lumo_ha=0.0158 e_above_lowest_ev=1.418 largest_force_ev_per_a=3.4
O -0.50120 2.25761 -2.67969 0.19 0.01 3.44 -0.5772
O -0.66892 1.87664 -0.35449 0.46 0.01 -1.28 -0.4980
C -0.56650 2.59147 -1.49220 -0.76 0.96 -2.09 0.6487
C -0.16021 0.55832 -0.44208 0.61 -1.44 0.25 -0.2822
H -0.63353 3.65273 -1.18091 0.00 -0.25 -0.31 0.1160
H 0.62933 0.48239 0.32438 -0.34 -0.07 -0.28 0.1878
H 0.28460 0.34214 -1.42799 -0.32 0.25 0.37 0.2101
H -0.93101 -0.20151 -0.22963 0.15 0.52 -0.10 0.1948
O 0.65843 -4.17905 2.62992 0.58 1.03 -0.43 -0.9386
H 0.99462 -4.01392 1.71999 -0.34 -0.16 1.00 0.4692
H 0.89437 -3.36679 3.13272 -0.23 -0.87 -0.57 0.4695

=====

[4]
73
Properties=species:S:1:pos:R:3:forces:R:3:mulliken_charge:R:1 method="wB97M-V/def2-TZVPD" homo_lumo_gap_ev="5.1 / 5.1" lumo_ha="0.0369 / 0.0369" total_charge=-1 largest_force_ev_per_a=0.2
Pd -0.17514 -0.29173 -1.40041 -0.01 -0.01 0.00 1.9815
C -1.15444 6.04772 -2.77518 0.01 0.00 0.00 -0.6473
C -2.51085 5.70183 -2.69238 -0.01 0.00 0.00 -0.6171
C -2.90447 4.40263 -2.42410 0.01 0.00 0.00 -0.1467
C -1.90772 3.45243 -2.24188 0.00 -0.03 0.00 0.2749
C -1.95301 2.02765 -1.93941 -0.04 0.04 -0.02 -0.4251
N -3.07468 1.35700 -1.77089 0.03 -0.03 0.02 -0.5420
C -3.12512 0.07628 -1.46455 -0.06 0.03 -0.02 -0.4051
C -4.37044 -0.64794 -1.24288 0.03 0.03 -0.01 0.2262
C -5.70192 -0.25588 -1.29128 -0.01 -0.02 0.00 -0.0989
C -6.66256 -1.21159 -1.00948 0.00 0.02 -0.01 -0.6220
C -6.30401 -2.52705 -0.68369 0.00 -0.02 0.00 -0.6257
C -4.97669 -2.91569 -0.63275 0.00 0.01 0.00 -0.1123
C -4.01386 -1.95656 -0.91927 0.02 -0.03 0.01 0.0852
C -2.55720 -2.00717 -0.94835 -0.03 0.02 -0.03 -0.2491
N -1.86311 -3.09710 -0.65969 0.04 -0.01 0.00 -0.5635
C -0.54996 -3.13935 -0.64393 -0.06 -0.01 0.00 -0.4203
N 0.32708 -2.14358 -0.93632 0.01 0.00 0.04 -0.0921
C 1.59503 -2.57698 -0.75396 0.04 0.01 -0.01 -0.2271
N 2.72026 -1.91073 -0.90977 -0.01 -0.01 0.00 -0.5626
C 2.76503 -0.63478 -1.23080 -0.02 0.02 -0.01 -0.2788
N 1.73633 0.20027 -1.50398 -0.04 -0.01 0.02 -0.1021
C 2.20598 1.44745 -1.77043 0.00 0.02 -0.02 -0.3302
N 1.51874 2.53347 -2.04368 0.01 -0.03 0.02 -0.5475
C 0.19504 2.57571 -2.06967 0.00 0.02 -0.02 -0.3190
N -0.67742 1.56455 -1.85952 0.03 0.02 -0.01 -0.1128
C -0.55853 3.79654 -2.32505 0.02 -0.02 0.01 0.1493
C -0.16214 5.10095 -2.59140 -0.01 0.00 0.00 -0.0712
C 3.66560 1.41924 -1.68639 -0.01 0.02 0.01 0.0961
C 4.62877 2.40215 -1.85647 0.01 0.00 0.00 -0.0407
C 5.95374 2.03806 -1.67696 0.00 0.00 0.00 -0.6370
C 6.30465 0.72754 -1.33199 0.00 0.00 0.00 -0.6244
C 5.33902 -0.25115 -1.15917 0.00 0.01 -0.01 -0.1813
C 4.01516 0.11538 -1.34571 0.00 -0.03 0.02 0.2400
C 1.55403 -3.97594 -0.33184 0.00 0.00 0.00 0.2245
C 2.55544 -4.87936 -0.01072 -0.01 0.02 -0.01 -0.1684
C 2.16861 -6.15227 0.37577 -0.01 -0.01 0.00 -0.6499
C 0.81620 -6.50905 0.44201 0.02 -0.01 0.00 -0.6246
C -0.18183 -5.60192 0.12525 -0.01 0.02 -0.01 -0.0899
C 0.20938 -4.32967 -0.26423 0.00 -0.02 0.00 0.2457
N -2.08954 -0.78567 -1.28889 0.04 -0.03 0.00 -0.1054
H -0.88355 7.07555 -2.98251 0.00 0.00 0.00 0.3756
H -3.26072 6.46958 -2.83810 0.00 0.00 0.00 0.3855
H -3.94817 4.12615 -2.35266 0.00 0.00 0.00 0.5481
H -5.96651 0.76404 -1.53727 0.00 0.00 0.00 0.5522
H -7.71105 -0.94156 -1.03629 0.00 0.00 0.00 0.3851
H -7.08220 -3.24773 -0.46481 0.00 0.00 0.00 0.3818
H -4.68744 -3.92614 -0.37565 0.00 0.00 0.00 0.5517
H 0.88801 5.35579 -2.64654 0.00 0.01 0.00 0.5594
H 4.34593 3.41448 -2.11308 0.00 0.00 0.00 0.5575
H 6.73393 2.77935 -1.79766 0.00 0.00 0.00 0.3832
H 7.34942 0.48018 -1.19099 0.00 0.00 0.00 0.3870
H 5.59684 -1.26419 -0.88060 -0.01 0.00 0.00 0.5594
H 3.59559 -4.58541 -0.05566 0.00 -0.01 0.00 0.5645
H 2.92126 -6.88493 0.63898 0.00 0.00 0.00 0.3812
H 0.54969 -7.51142 0.75349 0.00 0.00 0.00 0.3811
H -1.23018 -5.86366 0.18156 0.00 0.00 0.00 0.5604
O 1.29803 -0.47770 1.52021 0.00 0.05 -0.02 -0.5787
C 0.31407 0.21382 1.84923 -0.01 -0.13 0.02 0.3678
O -0.67455 0.54948 1.15825 0.03 0.05 0.07 -0.6288
C 0.30142 0.70944 3.30537 0.02 0.03 -0.01 0.0325
C -0.74867 1.48717 3.77584 -0.01 -0.01 -0.03 -0.4596
C -0.77160 1.94421 5.08809 0.01 0.01 0.03 -0.4978
C 0.26161 1.62729 5.95419 -0.04 0.00 -0.06 -0.5004
C 1.30033 0.85020 5.46519 0.10 -0.04 0.10 0.0849
C 1.34413 0.38535 4.16384 -0.05 0.02 -0.04 -0.3059
N 2.40413 0.50905 6.38352 -0.02 0.04 -0.02 1.0474
O 3.32004 -0.16498 5.95752 -0.01 -0.01 -0.01 -0.6158
O 2.34505 0.92553 7.52914 -0.02 -0.01 -0.01 -0.6551
H -1.54241 1.71940 3.07728 0.00 0.00 0.01 0.4600
H -1.59730 2.55013 5.43999 0.00 0.00 0.00 0.3768
H 0.27581 1.96490 6.97905 0.01 0.00 0.01 0.4675
H 2.15962 -0.21907 3.79512 0.01 0.00 0.01 0.6079